Molecular formula: C4H20NO8
Method: DFT, ωB97M-V with the def2-TZVPD basis set

Geometry as XYZ:
```
33
Properties=species:S:1:pos:R:3
C 2.64038 0.88636 -0.60670
C 1.76919 1.45656 0.55340
C 0.27868 1.09560 0.61607
C 0.12458 -0.40836 0.13145
O 0.99894 -1.13746 0.63282
O -0.91990 -0.84220 -0.47377
N 1.94731 2.90651 0.46240
H 3.22974 1.66493 -1.01665
H 1.88366 0.23432 -1.05996
H 3.33620 0.09792 -0.28932
H 2.20947 1.20497 1.50801
H -0.13736 1.22403 1.60332
H -0.18535 1.75875 -0.12026
H 1.62160 3.29424 -0.39671
H 1.65822 3.51662 1.25199
H -1.91592 0.88645 -1.03506
H -2.80274 1.98471 -0.29179
O -2.16666 1.79114 -0.96547
H -3.02776 -0.73866 1.51740
H -2.25385 -0.17110 0.33620
O -3.16915 -0.19759 0.73887
H 1.69964 -1.36904 -3.38132
H 1.86483 -1.81936 -1.91542
O 2.06938 -2.08679 -2.81943
H 0.95677 -2.09997 2.82352
H -0.01702 -1.09130 3.57483
O 0.79989 -1.56326 3.61998
H -3.39429 -0.65163 -1.23530
H -2.27492 -0.42113 -2.39261
O -3.21850 -0.20837 -2.21400
H -1.71386 -2.93473 -0.33391
H -0.67652 -2.84027 0.85537
O -1.21469 -3.42188 0.32207
```

Computed properties:
HOMO level = -5.74 eV
strongest force on any atom = 0.079 hartree/bohr
multiplicity = 1
total charge = -1
orbital gap = 8.824 eV
ΔE to the lowest compared entry with this formula, charge and spin = 2.0552 eV

Atomic charges from the Mulliken analysis, expressed in e, are listed below:
1. C -0.91
2. C 0.51
3. C -0.42
4. C 0.44
5. O -0.68
6. O -0.72
7. N -0.75
8. H 0.62
9. H -0.18
10. H 0.16
11. H 0.22
12. H 0.28
13. H 0.41
14. H 0.20
15. H 0.22
16. H 0.08
17. H 0.33
18. O -0.64
19. H 0.29
20. H 0.25
21. O -0.76
22. H 0.32
23. H 0.37
24. O -0.69
25. H 0.34
26. H 0.29
27. O -0.63
28. H 0.39
29. H 0.35
30. O -0.64
31. H 0.32
32. H 0.30
33. O -0.66

Molecular formula: C4H20O7
Method: DFT, ωB97M-V with the def2-TZVPD basis set

Geometry as XYZ:
```
31
Properties=species:S:1:pos:R:3
O 1.54270 -1.29335 -1.38896
C 0.70191 -0.21443 -1.83765
C -0.70255 -0.23719 -1.22408
C -0.82568 0.89301 -0.16842
C -0.05110 0.77792 1.13316
O -0.84418 0.60661 2.31743
H 2.05995 -0.90126 -0.66951
H 1.22346 0.73685 -1.70483
H 0.58506 -0.48409 -2.89934
H -0.72260 -1.17004 -0.62443
H -1.49888 -0.25184 -1.96872
H -1.88213 0.87145 0.03881
H -0.49559 1.88943 -0.50473
H 0.58029 1.61491 1.36472
H 0.60739 -0.09956 1.05514
H -1.08045 -0.31898 2.35983
O -1.82009 -2.15962 1.30561
H -2.43859 -2.01509 0.58953
H -1.48838 -3.05597 1.18685
O 1.46470 3.08426 0.16086
H 1.36369 3.92265 -0.28842
H 1.76474 3.35609 1.03649
O -3.68508 1.14945 1.53467
H -2.84843 1.61335 1.57618
H -3.57603 0.50892 2.24302
O -0.29092 -3.40112 -0.58874
H 0.54260 -2.93473 -0.72951
H -0.11214 -4.33891 -0.73711
O 3.82668 0.31575 -0.64588
H 4.37636 1.04927 -0.33343
H 3.72328 0.48626 -1.58849
```

Computed properties:
HOMO level = -9.69 eV
strongest force on any atom = 0.051 hartree/bohr
multiplicity = 1
SMILES = OCCCCO.O.O.O.O.O
orbital gap = 9.907 eV
ΔE to the lowest compared entry with this formula, charge and spin = 1.0262 eV

Atomic charges from the Mulliken analysis, expressed in e, are listed below:
1. O -0.56
2. C -0.54
3. C -0.15
4. C -0.44
5. C 0.08
6. O -0.61
7. H 0.31
8. H 0.25
9. H 0.30
10. H -0.22
11. H 0.48
12. H 0.39
13. H 0.32
14. H -0.17
15. H 0.28
16. H 0.32
17. O -0.58
18. H 0.29
19. H 0.27
20. O -0.55
21. H 0.26
22. H 0.29
23. O -0.65
24. H 0.34
25. H 0.32
26. O -0.64
27. H 0.34
28. H 0.28
29. O -0.62
30. H 0.29
31. H 0.31

Molecular formula: C4H21CuNO6
Method: DFT, ωB97M-V with the def2-TZVPD basis set

Geometry as XYZ:
```
33
Properties=species:S:1:pos:R:3
Cu -0.39741 2.16404 0.27312
C 1.42216 -1.51043 -1.13396
C 0.36691 -1.95796 -0.15126
C 0.82826 -2.98352 0.86567
O 1.13720 -4.23255 0.26541
C 0.01780 -4.91139 -0.24496
N -0.20652 -0.75323 0.53560
H 2.12818 -0.79243 -0.72759
H 0.97213 -1.14584 -2.06104
H 1.95975 -2.40630 -1.47090
H -0.45704 -2.41232 -0.70803
H 0.03388 -3.18163 1.60050
H 1.71490 -2.69482 1.42841
H -0.30156 -4.52803 -1.21953
H -0.84108 -4.80852 0.43173
H 0.25128 -5.96634 -0.35430
H -0.73864 -1.02883 1.35790
H -0.89379 -0.40976 -0.11764
O -2.12138 2.94296 1.85199
H -1.73612 3.52300 2.51857
H -3.07431 3.01674 1.98527
O -2.13767 1.09223 -0.93134
H -2.93702 1.21526 -0.40378
H -2.41376 0.54293 -1.67666
O 1.63754 2.72822 1.32114
H 1.29302 3.16932 2.10670
H 2.53982 3.05906 1.23709
O -0.54366 4.51639 -0.29156
H -1.04504 5.12810 0.26125
H 0.32962 4.91591 -0.38267
O 0.92998 2.41126 -1.72655
H 0.46735 2.53642 -2.56390
H 1.81523 2.76207 -1.87467
```

Computed properties:
HOMO level = -11.87 eV
strongest force on any atom = 0.025 hartree/bohr
multiplicity = 1
total charge = +1
orbital gap = 8.525 eV
ΔE to the lowest compared entry with this formula, charge and spin = 0.6058 eV

Atomic charges from the Mulliken analysis, expressed in e, are listed below:
1. Cu 0.59
2. C -1.25
3. C 0.52
4. C -0.79
5. O -0.36
6. C -0.71
7. N -0.46
8. H 0.24
9. H 0.30
10. H 0.40
11. H 0.21
12. H 0.42
13. H 0.31
14. H 0.24
15. H 0.33
16. H 0.26
17. H 0.18
18. H 0.29
19. O -0.49
20. H 0.28
21. H 0.28
22. O -0.57
23. H 0.28
24. H 0.27
25. O -0.51
26. H 0.30
27. H 0.28
28. O -0.55
29. H 0.28
30. H 0.32
31. O -0.43
32. H 0.27
33. H 0.25

Molecular formula: C4H21N2O7S
Method: DFT, ωB97M-V with the def2-TZVPD basis set

Geometry as XYZ:
```
35
Properties=species:S:1:pos:R:3
C -0.34025 1.03456 -1.49479
C 0.92841 1.64608 -0.96519
C 2.30176 0.76771 -0.98477
S 2.28657 -0.52392 0.26836
N 0.60602 2.19357 0.46628
C 0.36448 1.16164 1.38436
N 0.96426 1.31304 2.62849
O -0.58527 0.36793 1.25050
H -0.43052 1.35840 -2.56401
H -0.32014 -0.12141 -1.56164
H -1.30606 1.30599 -1.00391
H 1.31312 2.55352 -1.45299
H 3.11228 1.40209 -0.79738
H 2.47019 0.40625 -2.05469
H 1.31870 2.81342 0.81593
H 0.66470 0.72172 3.44398
H 2.03009 1.31993 2.53036
H 0.82528 -1.83855 -0.46723
H 0.67615 -3.21259 0.14535
O 0.39050 -2.75616 -0.57979
H -0.24060 -1.37491 1.81169
H -0.98212 -2.16773 0.70153
O -0.79258 -2.10618 1.61249
H -2.43942 -1.32107 1.03455
H -2.33465 -0.05741 0.21950
O -2.98946 -0.75318 0.41977
H -1.42214 -2.07969 -1.24071
H -2.74342 -1.53572 -1.17186
O -2.14286 -1.89103 -1.80880
H -1.77611 1.86246 2.18430
H -1.73925 2.49876 0.88009
O -1.93941 2.66706 1.78390
H -0.66641 -1.34560 -3.62160
H 0.70554 -1.23424 -3.04914
O 0.08175 -1.00058 -3.72520
```

Computed properties:
HOMO level = -4.17 eV
strongest force on any atom = 0.220 hartree/bohr
multiplicity = 1
total charge = -1
orbital gap = 7.280 eV
ΔE to the lowest compared entry with this formula, charge and spin = 2.3229 eV

Atomic charges from the Mulliken analysis, expressed in e, are listed below:
1. C -0.21
2. C 0.02
3. C -0.83
4. S -0.52
5. N -0.15
6. C -0.05
7. N -0.48
8. O -0.62
9. H 0.39
10. H -0.40
11. H 0.18
12. H 0.36
13. H 0.51
14. H 0.31
15. H 0.28
16. H 0.28
17. H 0.27
18. H 0.19
19. H 0.29
20. O -0.79
21. H 0.39
22. H 0.40
23. O -0.84
24. H 0.48
25. H 0.45
26. O -0.87
27. H 0.17
28. H 0.49
29. O -0.76
30. H 0.37
31. H 0.38
32. O -0.68
33. H 0.27
34. H 0.32
35. O -0.59

Molecular formula: C4H21N2O8
Method: DFT, ωB97M-V with the def2-TZVPD basis set

Geometry as XYZ:
```
35
Properties=species:S:1:pos:R:3
O 1.68624 2.47143 0.06881
C 0.83791 1.59014 0.10099
N 1.10429 0.41123 0.75655
C -0.59037 1.98188 -0.30627
C -0.51799 2.76558 -1.61996
N -1.56654 0.88432 -0.40018
C -1.15818 -0.30100 -1.35445
O 0.14391 -0.38950 -1.54200
H 2.08814 0.21791 0.82668
H 0.48643 -0.32920 0.46788
H -0.90969 2.62182 0.52062
H 0.21574 3.57636 -1.66937
H -0.19222 2.20060 -2.49694
H -1.50696 3.20248 -1.79334
H -2.37879 1.29794 -0.84142
H -1.66505 -1.13565 -0.83538
H -1.73676 -0.06920 -2.29031
H -0.21716 -2.53247 2.40873
H -0.27799 -1.07949 2.04914
O -0.67735 -1.93256 1.81573
H 0.76621 0.60362 2.76716
H -0.41888 0.18113 3.66570
O 0.55183 0.09725 3.57490
H 2.25647 1.16116 -2.87742
H 1.14963 0.09320 -2.83948
O 1.87574 0.44538 -3.40073
H -2.32974 0.75712 1.62509
H -2.25714 -0.65571 2.04324
O -2.29329 0.22940 2.44546
H 1.72762 -3.52412 0.74926
H 0.30893 -3.92645 0.70930
O 1.08845 -4.04560 1.24419
H 0.87918 -1.74973 -1.07361
H 2.11151 -2.53787 -1.58228
O 1.41585 -2.58142 -0.91629
```

Computed properties:
HOMO level = -5.16 eV
strongest force on any atom = 0.037 hartree/bohr
multiplicity = 1
total charge = -1
orbital gap = 8.442 eV
ΔE to the lowest compared entry with this formula, charge and spin = 1.6805 eV

Atomic charges from the Mulliken analysis, expressed in e, are listed below:
1. O -0.71
2. C 0.12
3. N -0.18
4. C 0.96
5. C -1.50
6. N -0.37
7. C -0.55
8. O -0.80
9. H 0.18
10. H 0.09
11. H 0.26
12. H 0.38
13. H 0.28
14. H 0.36
15. H 0.29
16. H 0.15
17. H 0.22
18. H 0.29
19. H 0.17
20. O -0.60
21. H 0.39
22. H 0.36
23. O -0.75
24. H 0.30
25. H 0.43
26. O -0.73
27. H 0.38
28. H 0.34
29. O -0.75
30. H 0.35
31. H 0.31
32. O -0.67
33. H 0.46
34. H 0.23
35. O -0.72

Molecular formula: C4H21N2O8
Method: DFT, ωB97M-V with the def2-TZVPD basis set

Geometry as XYZ:
```
35
Properties=species:S:1:pos:R:3
N -2.77659 -2.84512 0.35243
C -2.70539 -1.38481 0.16320
C -1.33891 -0.71130 0.01585
N -1.50104 0.48262 -0.85788
C -0.12379 0.92023 -1.20412
C 0.77581 1.36024 -0.02320
O 1.99351 1.09554 -0.17997
O 0.29245 1.87079 1.02212
H -2.63740 -3.32502 -0.52934
H -1.95990 -3.07898 0.90093
H -3.34898 -1.07523 -0.66328
H -3.07968 -0.97606 1.10993
H -0.90536 -0.37946 0.96523
H -0.72661 -1.44045 -0.52360
H -2.02178 1.20532 -0.37033
H -0.20638 1.70553 -1.94870
H 0.40164 0.00876 -1.49017
H 3.50241 2.12182 0.73854
H 3.64855 0.68570 1.12957
O 4.00154 1.55244 1.32778
H -1.78842 -0.42849 -2.73466
H -2.72624 -1.53631 -2.99157
O -1.78120 -1.39378 -2.91854
H 4.03299 -1.22141 -0.27870
H 2.60317 -0.68725 0.18248
O 3.24912 -1.40906 0.23393
H 1.30572 2.22566 2.26882
H 2.58518 2.15041 3.07368
O 1.67299 2.45573 3.15879
H -0.80685 -2.97816 -2.34237
H 0.65918 -3.13592 -2.37918
O -0.13055 -3.66933 -2.44710
H -1.40644 2.44956 1.22467
H -2.31001 1.34250 1.74221
O -2.35115 2.24797 1.42158
```

Computed properties:
HOMO level = -5.96 eV
strongest force on any atom = 0.032 hartree/bohr
multiplicity = 1
total charge = -1
orbital gap = 8.795 eV
ΔE to the lowest compared entry with this formula, charge and spin = 1.4173 eV

Atomic charges from the Mulliken analysis, expressed in e, are listed below:
1. N -0.70
2. C -0.89
3. C -0.43
4. N -0.44
5. C -0.69
6. C 0.70
7. O -0.93
8. O -0.85
9. H 0.29
10. H 0.29
11. H 0.36
12. H 0.32
13. H 0.62
14. H 0.21
15. H 0.44
16. H 0.32
17. H 0.37
18. H 0.36
19. H 0.39
20. O -0.67
21. H 0.31
22. H 0.29
23. O -0.66
24. H 0.30
25. H 0.39
26. O -0.70
27. H 0.46
28. H 0.33
29. O -0.74
30. H 0.32
31. H 0.32
32. O -0.67
33. H 0.42
34. H 0.30
35. O -0.75